[1]
This record from OMol25 describes a cluster of 9 separate species, C34H54O25S in total at a distorted geometry. The level of theory is wB97M-V/def2-TZVPD.

Values from the calculation:
Kohn-Sham gap, eV: 9.25
Relative energy (zero: lowest compared OMol25 entry of this formula, charge and spin), eV: 4.370
Total energy, eV: -98153.5264
E_HOMO, Eh: -0.3453
Charge: 0

The geometry in XYZ format:
```
114
Properties=species:S:1:pos:R:3:forces:R:3
C 0.84254 -0.43901 6.19555 0.9 0.4 0.2
C 1.49043 -0.48090 7.63569 -0.8 1.3 -1.3
C 1.88441 0.94081 8.16440 1.0 -1.5 -2.9
O 1.29483 1.03916 9.40201 0.2 1.0 1.3
C 0.53200 -0.01248 9.66835 -2.9 -1.4 2.6
O -0.13545 -0.19075 10.70808 2.6 0.7 -3.8
O 0.51564 -0.84045 8.58731 -0.6 -0.7 1.1
H 0.53444 -1.37410 5.72780 -0.2 -0.2 0.7
H 1.51793 -0.03805 5.43979 0.7 0.0 0.3
H 0.04691 0.30179 6.11620 -0.4 -0.3 0.6
H 2.37418 -1.11204 7.72928 -0.3 -0.5 -0.3
H 1.56992 1.66313 7.41112 -0.3 0.5 0.6
H 2.97357 0.90076 8.14934 0.0 0.7 0.8
C -5.94913 -2.01970 6.53839 0.5 -0.5 0.1
C -6.10574 -0.54547 6.23580 -1.6 -1.8 -0.3
C -4.85306 0.19567 6.58184 -0.7 0.8 -1.7
O -4.69959 0.94996 5.31107 2.6 1.6 1.9
C -5.39629 0.44611 4.32616 -1.0 0.1 -1.9
O -5.42448 0.71718 3.15225 1.0 0.4 1.0
O -6.21101 -0.43476 4.82537 -1.4 -2.0 -0.1
H -5.77304 -2.20742 7.59757 -0.4 0.1 0.2
H -5.02720 -2.34797 6.05841 0.1 0.0 -0.2
H -6.73129 -2.67013 6.14690 -0.2 0.3 0.2
H -7.09226 -0.18601 6.52849 0.4 0.4 1.0
H -4.06202 -0.54858 6.67360 0.4 0.6 0.1
H -4.95803 0.87722 7.42598 0.4 0.0 -0.3
C 1.48428 -10.06881 5.50161 0.8 -0.1 -0.8
C 0.25640 -9.30852 5.92716 0.7 0.0 0.7
C 0.57659 -7.97263 6.65251 -0.1 -1.1 -0.8
O -0.11634 -7.05505 5.83346 -0.1 1.6 0.0
C -0.68523 -7.59906 4.72156 0.3 -0.8 1.2
O -1.32063 -7.03316 3.90210 0.2 0.4 -0.1
O -0.46326 -8.92685 4.75285 -0.2 -0.4 0.1
H 2.21271 -10.25419 6.29100 -0.4 -0.2 0.3
H 2.04951 -9.49221 4.76939 -0.1 0.5 0.0
H 1.30456 -10.97731 4.92678 -0.4 -0.2 0.5
H -0.35923 -9.86667 6.63254 -0.4 -0.4 -0.6
H 1.65159 -7.80060 6.70629 0.0 0.4 -0.4
H 0.21597 -7.97710 7.68112 -0.3 0.3 -0.2
C 6.03958 1.58802 2.60052 0.3 0.8 -0.6
C 6.40193 1.59234 1.08806 -1.6 -1.1 1.2
C 7.75645 1.12379 0.68021 1.9 2.0 0.3
O 7.71503 -0.19170 0.24719 -2.5 -1.9 -0.1
C 6.36101 -0.55438 0.15644 -1.4 -1.1 -1.5
O 5.87665 -1.60566 -0.28576 2.2 3.7 1.8
O 5.58860 0.54554 0.53529 0.3 -1.7 -1.0
H 6.12746 0.59005 3.02998 0.2 0.0 -0.1
H 5.01241 1.91987 2.75184 -0.1 -0.1 -0.3
H 6.63676 2.31319 3.15334 0.3 -0.2 0.0
H 6.15244 2.51980 0.57262 -0.2 0.0 0.3
H 8.47351 1.24451 1.49222 0.1 -0.2 0.0
H 8.08763 1.76589 -0.13595 0.3 -0.2 -0.2
C 4.73126 2.46320 -5.75785 -0.5 -1.1 0.1
C 4.64729 1.35137 -6.83790 -0.5 1.1 2.3
C 4.35067 1.82755 -8.23762 -0.4 0.4 0.6
O 5.38598 1.23859 -9.01841 -0.6 0.2 -0.1
C 6.31281 0.79134 -8.15556 3.7 -0.8 -1.6
O 7.45074 0.49316 -8.44461 -1.5 0.2 -0.3
O 5.89414 0.72743 -6.92649 -0.2 -0.2 1.1
H 3.69810 2.68471 -5.49024 0.0 0.5 0.0
H 5.31590 3.35906 -5.96697 -0.1 -0.1 -0.5
H 5.16312 1.99835 -4.87156 0.1 0.0 0.0
H 3.94192 0.62730 -6.43013 -0.1 -0.2 -0.3
H 4.46062 2.91190 -8.22354 -0.1 0.1 -0.5
H 3.33361 1.53919 -8.50321 0.3 0.0 -0.7
C -2.00860 -1.21076 -0.90292 0.0 -0.6 0.4
C -0.86151 -0.25366 -1.02617 -0.8 -0.3 -0.3
C -0.82043 0.68085 -2.25914 0.5 -1.8 0.6
O -0.58027 1.91092 -1.64849 0.8 1.8 -1.0
C -0.72865 1.87628 -0.32072 -1.2 2.4 1.5
O -0.82195 2.84402 0.41186 0.8 -1.3 -1.5
O -0.91872 0.64799 0.08029 -0.1 -1.1 0.6
H -2.99139 -0.74122 -0.86125 0.2 0.2 0.1
H -1.79582 -1.71747 0.03839 -0.5 -0.2 0.1
H -2.03355 -1.98032 -1.67445 0.2 0.1 -0.2
H 0.06742 -0.80953 -0.89886 0.1 0.1 -0.3
H -1.66562 0.74559 -2.94439 -0.4 -0.1 0.5
H 0.00104 0.23792 -2.82224 0.4 1.0 -0.4
C -6.61431 -0.86381 -5.26687 0.4 0.0 -0.6
C -6.96462 0.58838 -5.59961 0.8 -1.1 -0.5
C -7.18613 0.90406 -7.12012 0.7 -0.5 1.2
O -8.41437 1.54276 -7.03686 -1.8 1.4 -2.5
C -9.00349 1.50421 -5.85256 -2.9 2.0 0.8
O -10.06987 2.01752 -5.51767 2.4 -1.3 -1.4
O -8.21645 0.88109 -5.03687 0.4 -1.0 2.3
H -5.64700 -1.08546 -5.71771 0.2 0.0 0.2
H -7.28515 -1.59631 -5.71578 -0.4 0.3 -0.2
H -6.59200 -1.11619 -4.20673 0.1 0.5 0.0
H -6.24691 1.29491 -5.18269 0.1 -0.1 0.1
H -7.23030 0.01823 -7.75373 -0.2 -0.1 0.1
H -6.46410 1.58715 -7.56752 0.1 0.0 0.3
C 0.69966 9.31267 -1.55539 -0.8 -0.4 0.5
C -0.48345 10.29236 -1.27768 1.5 -0.7 0.2
C -1.21312 10.15325 0.06956 0.6 -0.4 -0.7
O -1.18839 11.46889 0.61438 -0.5 -0.3 1.0
C -0.40740 12.29438 -0.06435 0.8 3.5 -0.7
O -0.17807 13.48837 0.23850 -0.6 -4.8 -1.2
O 0.03292 11.65480 -1.21622 -0.6 0.2 0.5
H 0.33887 8.28641 -1.62411 -0.7 -0.1 -0.2
H 1.42052 9.16729 -0.75082 0.3 0.9 0.0
H 1.13447 9.48678 -2.53962 0.3 0.4 0.3
H -1.16258 10.06063 -2.09816 -0.2 1.1 -0.2
H -0.66303 9.44416 0.68818 -0.1 0.2 0.4
H -2.23184 9.78921 -0.06382 0.0 0.3 0.2
C 2.08784 -4.59216 -7.98579 0.9 -0.4 -0.1
S 1.42249 -5.14596 -6.35075 -1.5 0.5 -1.7
O 0.09935 -4.41794 -6.27347 0.9 -0.7 0.5
C 0.98602 -6.86324 -6.94699 0.3 0.9 0.7
H 2.02809 -3.52565 -8.20275 -0.4 0.1 0.8
H 1.65521 -5.08503 -8.85643 -0.3 -0.3 0.3
H 3.15397 -4.81897 -7.99025 0.1 -0.2 0.0
H 0.54083 -7.40234 -6.11076 -0.1 0.2 0.0
H 1.88917 -7.40383 -7.23018 -0.1 0.2 -0.4
H 0.24998 -6.66790 -7.72685 0.2 -0.3 -0.1
```
Forces are in eV/Å.

[2]
This record from OMol25 describes a structure of composition C34H54O26S3 at a distorted geometry. The level of theory is wB97M-V/def2-TZVPD.

Values from the calculation:
Kohn-Sham gap, eV: 9.20
Relative energy (zero: lowest compared OMol25 entry of this formula, charge and spin), eV: 1.083
Total energy, eV: -121870.9473
E_HOMO, Eh: -0.3481
Charge: 0

The geometry in XYZ format:
```
117
Properties=species:S:1:pos:R:3:forces:R:3
C -5.63302 -3.99131 2.21823 0.1 0.6 -0.3
C -6.47397 -4.16561 0.97580 0.2 -0.6 -0.3
O -6.92407 -2.85595 0.62148 1.0 0.7 0.1
S -5.64629 -1.84910 0.81679 -1.3 0.3 2.4
O -6.20389 -0.65135 1.39567 0.9 -1.3 -0.7
O -4.75327 -1.77446 -0.28535 -0.3 -0.3 0.0
O -4.91727 -2.77901 1.99722 -0.1 1.5 -1.4
H -4.88725 -4.77974 2.30039 -0.2 -0.1 0.4
H -6.25944 -3.81945 3.09573 0.1 -0.5 0.1
H -7.29017 -4.84081 1.22229 -0.3 0.3 -0.5
H -5.88911 -4.50504 0.11824 0.0 -0.5 0.2
C 1.93711 -4.95189 2.77136 1.6 0.2 -1.6
C 3.29953 -4.50057 3.32639 0.6 -1.1 0.5
O 3.03614 -3.43268 4.24312 -1.1 0.8 0.1
S 1.43033 -3.10179 4.28949 0.0 -1.3 -0.3
O 1.13745 -1.71628 4.20196 0.5 -0.3 0.0
O 0.80392 -3.91353 5.30990 0.9 0.8 -1.4
O 1.19418 -3.74458 2.79000 -1.0 0.3 2.0
H 1.52878 -5.85016 3.22868 -0.5 0.4 0.3
H 2.07761 -5.09298 1.69847 -0.1 -0.6 0.1
H 3.99779 -4.25175 2.52522 -0.3 0.9 0.0
H 3.86392 -5.25584 3.87752 -0.5 -0.2 0.2
C -0.96189 4.63581 0.67734 -0.6 -1.6 0.2
C -1.32972 5.92887 1.40863 0.8 -0.9 0.4
O -1.17524 6.94772 0.41508 -1.0 -0.1 -0.2
S -1.26004 6.26466 -1.06021 1.4 0.5 -0.3
O -0.47091 7.05568 -1.95040 -0.3 -0.6 0.6
O -2.61241 5.96326 -1.45907 1.4 -0.4 1.1
O -0.32567 4.97658 -0.54723 -1.8 1.5 -0.9
H -1.87002 4.07119 0.44018 0.1 0.0 0.0
H -0.30431 3.96573 1.22804 0.1 0.3 0.0
H -0.63979 6.03279 2.24664 0.3 0.8 -0.4
H -2.31204 5.82356 1.86833 -0.3 0.5 -0.5
O -1.32141 2.27442 -3.32239 -0.3 0.1 0.1
C -1.41029 1.08312 -3.23398 0.6 1.0 0.8
O -0.55309 0.28901 -3.88808 0.0 -0.2 -1.0
C -0.86968 -1.09504 -3.64533 0.3 0.3 1.0
C -2.30539 -1.08932 -3.16747 0.5 -0.1 0.4
C -2.36544 0.26108 -2.41395 -1.7 -1.1 -1.3
H -0.22127 -1.30240 -2.78392 0.0 -0.9 -0.4
H -0.64400 -1.70473 -4.51358 0.1 0.1 0.0
H -2.49886 -1.97059 -2.55823 -0.2 0.0 0.0
H -2.99237 -1.05299 -4.01279 0.0 -0.2 0.0
H -2.24407 0.18858 -1.33632 0.5 0.3 -0.1
H -3.38085 0.59803 -2.62630 0.1 0.6 0.5
O 3.40125 6.35893 1.73487 -0.1 -0.6 -0.3
C 3.25670 5.16455 1.84718 0.6 1.4 0.8
O 2.24446 4.49933 1.34009 -0.9 -1.1 -1.6
C 2.29147 3.03287 1.63641 0.2 2.6 1.0
C 3.66926 2.89581 2.32217 -0.8 -2.2 -0.6
C 4.08384 4.26615 2.72422 0.0 0.6 0.4
H 2.07303 2.46082 0.74174 0.2 0.1 0.0
H 1.48420 3.00385 2.36388 0.0 -0.9 0.0
H 4.37147 2.44174 1.62039 0.1 0.0 0.1
H 3.45620 2.16851 3.10925 0.7 0.2 0.3
H 5.13410 4.52860 2.62524 0.0 -0.2 0.0
H 3.77100 4.53194 3.73789 0.1 -0.1 0.0
O 1.36225 -3.31538 -4.62781 -0.2 -0.3 0.9
C 2.27256 -2.69202 -4.15695 0.7 -0.1 -1.4
O 2.62625 -2.64300 -2.86282 0.1 -0.4 0.4
C 3.55245 -1.52967 -2.62217 -1.7 1.2 0.0
C 3.66838 -0.78325 -3.96753 1.8 -1.3 0.1
C 3.27169 -1.89643 -4.93841 -0.6 1.5 -0.6
H 4.48579 -1.79332 -2.13481 -0.1 -0.6 -0.2
H 2.93437 -0.93259 -1.94976 0.6 0.2 0.3
H 4.71094 -0.57215 -4.20817 0.0 0.5 0.4
H 3.11120 0.14750 -3.98942 -0.3 -0.2 -0.2
H 4.09447 -2.54004 -5.25015 0.1 0.0 0.3
H 2.88751 -1.43293 -5.84635 -0.4 -0.5 0.0
O 0.67482 3.58949 4.53307 0.6 0.8 0.3
C -0.41529 3.14119 4.68371 -0.7 -1.1 0.2
O -0.83645 2.15664 3.85957 0.2 -0.5 -0.6
C -2.18519 1.73942 4.06573 0.2 1.0 0.3
C -2.63722 2.50599 5.30163 -0.6 -0.5 0.7
C -1.51201 3.46630 5.71473 0.1 -0.4 -1.6
H -2.25324 0.67553 4.27456 0.3 -0.1 -0.5
H -2.78002 2.03898 3.20533 0.2 -0.4 -0.2
H -2.76824 1.73596 6.06289 -0.2 0.4 0.3
H -3.61525 2.92974 5.07841 0.1 0.4 0.4
H -1.15639 3.26975 6.71992 0.1 0.4 0.0
H -1.72130 4.51593 5.51187 -0.2 0.1 0.6
O 0.04563 1.41608 -0.03152 0.3 0.5 0.3
C -0.25237 0.38276 0.47520 -1.1 -1.1 0.3
O -1.29313 0.27250 1.37539 0.4 0.8 -0.1
C -1.75853 -1.05813 1.59237 0.9 -0.7 -2.5
C -0.84369 -1.92366 0.64016 0.5 -1.8 1.9
C 0.26048 -1.00841 0.11927 -1.0 0.1 0.0
H -2.75297 -1.14959 1.16352 -0.3 0.3 0.7
H -1.66548 -1.36738 2.62805 -0.1 0.3 0.1
H -1.31016 -2.64582 -0.03428 -0.7 1.2 -0.8
H -0.45207 -2.72230 1.28306 0.7 0.5 0.2
H 0.31781 -1.01245 -0.96820 0.4 -0.1 0.1
H 1.22517 -1.20136 0.58243 0.1 0.1 -0.1
O 4.24558 3.10943 -4.61436 -0.2 0.0 0.0
C 3.22001 3.24877 -4.00388 0.1 -0.1 -0.6
O 3.06370 2.70788 -2.77602 0.5 0.6 1.0
C 1.77129 3.06048 -2.20273 -1.0 -0.8 -1.1
C 1.29901 4.18445 -3.09534 -0.9 0.4 0.2
C 1.91247 3.90658 -4.42407 1.0 0.5 -0.5
H 1.69495 3.43900 -1.18575 1.1 -0.5 0.2
H 1.25283 2.10673 -2.30980 -0.7 0.4 0.3
H 1.74735 5.07741 -2.64853 0.0 0.2 -0.3
H 0.23449 4.38917 -3.18835 -0.1 -0.5 0.4
H 2.04877 4.83813 -4.97400 0.4 -0.2 -0.1
H 1.39963 3.23708 -5.11842 -0.3 -0.2 0.4
O -1.81239 -4.93201 -3.69068 0.0 0.2 -0.1
C -0.86864 -5.00963 -2.96093 -0.3 0.3 -0.5
O -0.78811 -4.27214 -1.82958 -0.8 -0.2 0.2
C 0.27672 -4.71252 -0.97164 -0.2 1.2 -0.6
C 0.83603 -5.94425 -1.62945 1.0 -0.8 -0.4
C 0.31354 -5.91757 -3.08299 0.1 -0.6 1.0
H -0.12665 -4.86472 0.03036 0.0 0.0 0.0
H 0.92446 -3.82970 -1.00649 0.5 -0.5 0.5
H 0.53455 -6.86614 -1.13110 -0.2 0.1 0.1
H 1.92670 -5.93711 -1.59463 0.0 0.0 0.0
H -0.06323 -6.88858 -3.39840 0.2 0.0 -0.1
H 1.06697 -5.56884 -3.78268 -0.3 0.3 -0.1
```
Forces are in eV/Å.

Which of these has the highest relative energy (zero: lowest compared OMol25 entry of this formula, charge and spin)?
C34H54O25S

Among the records above, which one has the lowest relative energy (zero: lowest compared OMol25 entry of this formula, charge and spin)?
C34H54O26S3